Entry 1:
63
Properties=species:S:1:pos:R:3:forces:R:3 method="wB97M-V/def2-TZVPD" s_squared=12.03 relative_energy_kcal_mol=19.09 multiplicity=7 homo_energy_ev="-7.4215 / -7.4382"
Eu -0.323906 -1.305515 0.690075 -1.2 2.8 -1.8
C 1.933460 -4.834006 2.250569 0.2 0.0 0.0
C 0.482294 -4.395080 2.247632 -0.1 0.6 -0.4
O -0.364067 -5.250998 2.990512 -0.1 -0.3 0.1
P 0.294345 -2.792112 3.093649 -0.7 -1.2 2.4
O -1.256067 -2.407559 3.090033 1.0 0.0 0.0
O 0.700840 -3.022218 4.603616 0.3 0.3 -0.3
O 1.006366 -1.636523 2.511513 0.5 -0.1 0.4
P -0.087296 -4.246324 0.478798 -1.1 -1.2 0.2
O -1.616344 -3.658148 0.758152 1.2 -0.5 -0.1
O -0.144543 -5.568233 -0.148856 0.1 -0.2 0.1
O 0.680614 -3.085901 -0.106431 0.5 -0.8 -0.3
H 2.290707 -5.018122 3.264305 0.0 0.0 0.0
H 2.537711 -4.050930 1.793808 0.2 -0.1 0.0
H 2.038991 -5.746873 1.662742 0.0 0.0 0.0
H -0.531137 -6.036519 2.447761 -0.1 0.0 0.1
H -1.899367 -3.021219 3.468691 0.0 -0.1 -0.2
H 0.476397 -3.882032 4.964959 -0.1 -0.4 0.1
H -2.253870 -4.126189 0.198481 -0.1 0.3 -0.1
N 2.356638 -0.806615 0.027264 0.1 -0.6 0.2
C 2.931792 0.324261 -0.649587 -0.1 0.5 -0.3
C 4.299481 0.428825 -0.869828 0.1 0.0 0.0
C 4.816803 1.540153 -1.510881 0.0 -0.1 0.0
C 3.974790 2.559345 -1.927002 -0.1 0.1 0.0
C 2.612798 2.459015 -1.716291 0.1 -0.1 0.0
C 2.080102 1.335601 -1.093189 -0.1 -0.4 0.1
P 0.282812 1.119190 -0.792323 0.3 0.8 -0.1
C 0.030844 2.600619 0.240553 -0.1 -0.2 0.0
C -0.259291 3.859234 -0.270764 0.0 -0.1 0.1
C -0.365990 4.938974 0.588929 0.0 0.1 0.0
C -0.190307 4.766169 1.951266 0.0 0.0 0.0
C 0.092534 3.509076 2.464057 0.1 -0.1 0.1
C 0.209515 2.427234 1.611693 0.0 -0.1 -0.2
C -0.460223 1.538500 -2.392587 0.0 -0.2 0.1
C -1.804033 1.912450 -2.404429 0.2 0.0 0.0
C -2.443456 2.140063 -3.607963 -0.1 0.0 0.0
C -1.757091 1.978197 -4.801749 0.0 0.0 0.0
C -0.429374 1.585411 -4.791946 0.0 0.0 -0.2
C 0.221114 1.357119 -3.592423 0.0 0.0 0.2
H 2.465072 -1.646401 -0.550139 -0.1 0.2 0.3
H 2.873875 -0.981505 0.891488 -0.2 0.0 -0.2
H 4.960065 -0.361823 -0.540924 0.0 -0.1 0.0
H 5.878493 1.611593 -1.686782 0.1 0.0 0.0
H 4.382006 3.430104 -2.417374 0.0 0.1 0.0
H 1.949515 3.249465 -2.032401 0.0 0.1 -0.1
H -0.416639 3.991578 -1.331746 0.0 0.0 -0.1
H -0.589738 5.918456 0.193057 0.0 0.1 0.0
H -0.285821 5.610128 2.617855 0.0 0.1 0.1
H 0.212038 3.374347 3.527951 0.0 0.0 0.1
H 0.420940 1.425056 1.998017 0.0 0.4 0.1
H -2.338265 2.012193 -1.468150 -0.1 0.0 0.0
H -3.483894 2.424779 -3.616232 -0.1 0.0 0.0
H -2.260797 2.146377 -5.741770 -0.1 0.0 -0.1
H 0.099938 1.441045 -5.722112 0.0 0.0 -0.1
H 1.253937 1.036519 -3.587770 0.0 0.0 0.0
S -2.281906 0.242523 1.654621 -0.5 0.2 0.1
C -3.250471 -0.374936 0.333832 0.4 0.0 -0.1
S -2.422747 -1.127937 -1.007604 -0.4 0.0 -0.2
C -4.620974 -0.244933 0.342738 1.0 -0.1 0.0
C -5.406464 -0.681974 -0.733316 -0.4 -0.2 -0.6
N -6.081932 -1.005082 -1.605472 -0.2 -0.1 -0.2
C -5.312831 0.305988 1.432206 -0.3 0.3 0.7
N -5.907988 0.716120 2.327218 -0.1 0.1 0.1

---

Entry 2:
46
Properties=species:S:1:pos:R:3:forces:R:3 method="wB97M-V/def2-TZVPD" s_squared=1.49 charge=+1 relative_energy_kcal_mol=5.20 multiplicity=2 homo_energy_ev="-11.2046 / -12.1050"
Hg 3.643966 0.644016 -1.413665 -0.9 -0.1 0.6
C -3.011656 -3.073746 -1.210711 -0.1 0.0 0.1
C -1.704096 -2.460806 -1.595628 0.3 0.1 -0.2
C -1.037579 -2.898064 -2.744561 0.2 0.2 0.1
C 0.189143 -2.351583 -3.140461 -0.1 0.1 0.2
C 0.869353 -2.838736 -4.378190 0.1 0.0 -0.1
C 0.747981 -1.365350 -2.361967 -0.2 -0.1 0.0
C 0.118064 -0.878072 -1.174110 -0.1 -0.5 -0.6
C -1.139366 -1.468234 -0.827462 0.0 0.1 0.1
N 0.776187 0.061108 -0.525593 1.0 0.1 -0.6
C 0.400503 0.746820 0.646294 -0.6 0.2 1.1
C -0.937539 1.524743 0.492462 0.4 0.0 -0.2
C -1.252915 2.274090 1.782815 -0.5 0.2 0.1
C -0.154070 3.289191 2.086018 0.0 -0.1 -0.1
C 1.169261 2.544798 2.254874 0.1 0.2 0.2
C 1.055371 1.568674 3.425266 0.0 0.0 -0.1
C -0.052475 0.563372 3.119216 -0.1 -0.3 0.5
C -1.384751 1.292372 2.948101 0.2 0.0 -0.2
C 0.283794 -0.223599 1.859167 0.2 0.2 -0.3
C 1.490491 1.774099 0.980082 0.0 0.2 0.1
H -3.306063 -3.837350 -1.924184 -0.1 -0.1 0.0
H -3.796603 -2.320118 -1.169809 -0.1 0.0 0.0
H -2.939252 -3.527725 -0.224062 -0.1 -0.1 0.1
H -1.483675 -3.675430 -3.345413 -0.1 -0.1 -0.1
H 0.285662 -3.619054 -4.856823 0.0 -0.1 -0.1
H 1.853918 -3.237825 -4.138743 0.1 -0.1 0.0
H 1.003722 -2.023380 -5.087430 0.0 0.0 -0.1
H 1.692725 -0.910607 -2.643547 0.0 -0.1 0.0
H -1.678144 -1.155379 0.051872 0.1 0.1 0.1
H -1.751382 0.847352 0.242320 0.0 0.0 0.0
H -0.816877 2.226310 -0.335692 -0.1 0.0 -0.1
H -2.207315 2.794957 1.642829 0.1 0.0 0.0
H -0.388745 3.835732 3.000554 0.0 0.1 0.0
H -0.078684 4.011487 1.271591 0.0 0.1 0.0
H 1.973344 3.259587 2.449376 0.0 0.0 0.0
H 0.825435 2.115041 4.340971 0.0 0.0 0.1
H 2.001890 1.045968 3.575575 0.1 0.0 0.1
H -0.136149 -0.154877 3.943158 0.0 0.1 0.0
H -1.627803 1.836095 3.861117 -0.1 0.0 0.1
H -2.192147 0.580183 2.761848 0.0 0.0 0.0
H -0.477109 -0.976857 1.664387 0.0 0.0 0.0
H 1.243264 -0.732861 1.970597 0.0 -0.1 0.0
H 2.440670 1.244011 1.120873 0.1 -0.1 -0.1
H 1.589882 2.471055 0.142307 0.0 0.0 -0.1
O 4.405687 0.520825 -4.606573 -1.9 0.3 1.4
N 3.494083 0.657769 -3.929046 1.9 -0.3 -1.8

---

Entry 3:
52
Properties=species:S:1:pos:R:3:forces:R:3 method="wB97M-V/def2-TZVPD" homo_energy_ev=-8.8623
C 3.119367 2.776644 -0.706056 0.5 0.4 -0.1
C 3.108099 2.830068 -2.207326 -0.1 0.2 0.3
I 4.050746 4.524087 -3.027226 -0.2 -0.4 0.1
C 2.549429 1.877349 -2.939048 0.1 -0.2 -2.1
I 2.558773 1.951810 -5.072780 0.0 -0.1 0.4
N 1.890495 0.731370 -2.443883 0.6 0.6 0.3
C 2.506267 -0.263956 -1.639471 -1.1 0.2 0.5
O 3.593434 -0.716711 -1.808813 0.7 0.0 0.2
C 1.454657 -0.620102 -0.616305 -0.2 -0.1 -0.2
C 1.522595 -1.415819 0.516208 -0.4 -0.5 -1.0
C 0.350069 -1.572966 1.254220 0.1 -0.2 0.0
C -0.822439 -0.904849 0.919692 0.5 -0.2 -0.1
C -0.879902 -0.085645 -0.206668 -0.5 -0.2 -0.6
C -2.145808 0.653026 -0.586016 0.7 0.1 0.9
C -2.002381 2.173581 -0.331567 -0.8 -0.5 -0.4
C -3.351012 2.809465 -0.035336 0.2 0.1 0.2
Br -0.861767 2.580024 1.219561 0.1 0.0 -0.3
C 0.270232 0.016438 -0.973255 0.0 -0.2 0.0
C 0.490294 0.743251 -2.267597 0.2 -0.7 1.0
O -0.306445 1.172696 -3.041443 -0.4 0.7 -0.2
H 2.130928 2.622042 -0.278181 0.0 -0.3 0.0
H 3.838657 2.017528 -0.396734 -0.2 -0.2 0.2
H 3.495342 3.716743 -0.309552 -0.1 0.0 0.1
H 2.441138 -1.925569 0.763104 0.0 -0.1 0.1
H 0.367452 -2.234538 2.111007 0.0 0.1 0.1
H -1.690807 -1.055145 1.546511 -0.1 0.2 0.0
H -2.360615 0.464976 -1.636888 -0.1 0.2 -0.1
H -2.963553 0.256868 0.016360 0.0 0.2 0.0
H -1.555128 2.603225 -1.223032 0.3 0.3 0.2
H -4.092304 2.572454 -0.799009 0.1 0.0 -0.1
H -3.710711 2.438645 0.924717 -0.1 0.0 0.0
H -3.230437 3.886922 0.055482 -0.2 0.1 -0.1
C 3.877083 1.015820 3.329150 -0.1 0.2 0.0
Br 4.918874 -0.575058 3.628252 0.0 0.0 0.0
Br 2.520552 0.712605 1.987413 0.6 0.5 0.9
Br 3.126818 1.697283 4.967100 0.0 0.0 -0.1
H 4.550626 1.771275 2.949594 0.0 0.0 0.0
C -5.850402 -1.772375 -0.033725 -0.1 0.0 0.0
Br -6.326151 -1.877319 -1.893907 0.1 0.0 0.1
Br -3.994506 -2.189027 0.255995 -0.2 -0.3 0.0
Br -6.311287 -0.066376 0.726873 0.0 0.1 -0.4
H -6.428724 -2.522035 0.486956 0.0 0.0 0.0
C 4.680885 -3.839453 -3.186290 0.0 0.1 0.0
Br 4.465278 -2.614813 -4.649654 0.0 0.0 0.0
Br 3.378168 -5.257584 -3.244489 0.0 0.0 0.0
Br 6.476801 -4.527422 -3.088883 0.0 0.0 0.0
H 4.503362 -3.279773 -2.278411 0.0 0.0 0.0
C -4.707483 -2.358950 4.583751 0.0 0.0 0.1
Br -2.853695 -2.018941 4.181972 0.0 0.0 0.0
Br -4.950686 -2.830939 6.433374 0.0 0.0 0.0
Br -5.827629 -0.879279 4.069674 0.1 -0.2 0.2
H -5.012547 -3.211550 3.994578 0.0 0.0 0.0

---

Entry 4:
22
Properties=species:S:1:pos:R:3:forces:R:3 method="wB97M-V/def2-TZVPD" charge=+1 relative_energy_kcal_mol=22.69 homo_energy_ev=-13.1396
C -2.301521 0.710394 -1.027382 0.3 -0.1 0.1
N -0.930775 0.555549 -1.596009 -0.3 -0.2 0.1
C -0.518914 1.717345 -2.422113 0.4 -0.1 0.0
H -2.540776 -0.177431 -0.453661 0.0 -0.1 0.1
H -2.288893 1.577705 -0.370737 -0.2 0.0 -0.1
H -3.027052 0.817199 -1.831813 0.1 0.2 0.1
H -0.907524 -0.315109 -2.124358 0.1 0.1 -0.2
H -0.210306 0.447874 -0.780958 -0.1 0.2 0.0
H -1.274070 1.955478 -3.162532 -0.1 0.0 0.0
H 0.424151 1.491951 -2.917772 -0.1 0.0 0.0
H -0.350007 2.549992 -1.745424 -0.1 0.1 0.0
N 0.842162 0.348842 0.479497 0.1 -0.2 0.2
C 0.572976 -0.927949 1.203441 0.0 0.1 0.0
C 1.807602 -2.107572 3.007828 -0.1 0.2 -0.3
C 1.797210 -1.543012 1.815115 -0.1 0.2 -0.1
H 0.847961 1.104057 1.158961 0.0 0.0 -0.1
H 1.798180 0.316429 0.129702 -0.1 0.0 -0.1
H 0.130290 -1.631324 0.493648 0.0 0.0 -0.1
H -0.177881 -0.728301 1.969866 0.0 -0.1 0.0
H 2.709078 -2.576424 3.367557 -0.1 -0.1 0.3
H 0.899160 -2.075744 3.595749 0.1 -0.3 0.3
H 2.698954 -1.509939 1.211395 0.0 -0.1 -0.1

---

Entry 5:
16
Properties=species:S:1:pos:R:3:forces:R:3 method="wB97M-V/def2-TZVPD" relative_energy_kcal_mol=46.00 smiles="C=C(C)I.N=C=O.O" homo_energy_ev=-9.0568
C 0.825942 -1.252555 -1.548357 0.7 0.3 -0.6
C -2.103403 -0.870383 2.484247 0.6 -1.4 -0.4
C 0.335295 -0.245218 2.302775 -1.4 -0.2 -0.9
C -0.925080 -0.245386 1.818219 1.1 -0.5 1.5
N 0.970635 -0.662493 -2.563847 0.3 -2.2 0.1
O 0.848918 -1.966117 -0.643463 -0.4 -1.0 1.4
O -2.506786 0.570320 -4.548887 0.6 -1.3 -0.5
I -1.437614 0.537327 -0.067432 0.2 0.1 0.2
H -2.508985 -1.648107 1.747535 0.1 1.1 1.3
H -1.734198 -1.378398 3.393344 -0.3 0.1 -0.4
H -2.811026 -0.124779 2.783869 -0.8 0.2 -0.1
H 0.815551 -0.573429 3.234430 -1.2 -0.1 -0.2
H -2.559161 1.407037 -4.118168 -0.6 0.8 0.3
H 1.034924 0.000971 1.570757 1.4 0.9 -0.9
H 0.905283 0.181189 -2.986161 -0.4 2.6 -1.1
H -3.352965 0.276612 -4.904325 0.0 0.5 0.3

---

Entry 6:
45
Properties=species:S:1:pos:R:3:forces:R:3 method="wB97M-V/def2-TZVPD" s_squared=3.75 relative_energy_kcal_mol=4.26 multiplicity=4 homo_energy_ev="-7.0716 / -9.3515"
V -19.492130 -8.863526 21.370762 0.4 -0.7 0.0
C -17.915221 -5.197137 22.124131 -0.1 -0.1 -0.1
F -17.554338 -5.868928 21.025725 0.0 0.1 -0.1
F -16.832523 -4.870053 22.808394 0.1 0.0 0.0
F -18.558258 -4.093221 21.760367 0.0 0.1 0.0
S -19.055210 -6.231611 23.143129 -0.1 -0.7 -1.0
O -18.918505 -5.771210 24.468335 0.3 0.3 1.2
O -20.323089 -6.139182 22.501711 -0.2 -0.1 -0.5
N -18.475830 -7.756044 22.909248 0.1 1.7 1.1
S -17.563931 -8.196845 24.180531 0.2 -0.1 -0.2
O -16.408091 -7.379853 24.365303 0.0 0.0 -0.1
O -18.339792 -8.600354 25.303080 -0.3 -0.3 0.3
C -16.921487 -9.767965 23.472410 0.0 -0.1 -0.6
F -15.908369 -9.544057 22.622939 -0.2 -0.1 0.1
F -16.514571 -10.581995 24.425777 0.0 0.0 -0.1
F -17.908776 -10.396600 22.759166 0.3 0.0 0.3
O -20.760954 -8.137495 20.035879 0.4 -0.4 0.2
H -20.854276 -7.226592 19.748172 0.0 -0.1 0.2
C -21.543047 -12.474875 20.724531 -0.1 -0.2 -0.1
C -20.869177 -11.342136 19.994642 0.1 0.0 -0.2
O -19.605398 -10.956068 20.601873 -0.8 -0.3 -0.4
H -21.115028 -13.443552 20.456952 0.1 0.0 0.2
H -22.592287 -12.511865 20.423660 0.0 0.0 0.1
H -21.488790 -12.335268 21.802374 -0.1 0.0 0.1
H -21.483833 -10.445852 19.983214 0.1 0.2 0.1
H -20.678832 -11.631326 18.957112 0.0 0.1 0.0
H -19.015304 -11.714501 20.581431 0.2 0.1 0.1
C -17.764203 -7.479598 18.141500 -0.4 0.1 0.2
C -17.799899 -8.871988 18.735540 0.3 0.4 0.2
O -17.633097 -8.837080 20.189405 -0.4 -0.1 -0.9
H -17.690426 -7.550747 17.055847 0.1 0.1 0.0
H -16.940732 -6.892085 18.545974 0.1 -0.1 -0.2
H -18.691662 -6.954233 18.376165 0.1 0.0 0.0
H -17.003978 -9.482858 18.304018 -0.1 -0.2 0.1
H -18.772577 -9.318170 18.551655 0.0 -0.2 0.1
H -16.696319 -8.852997 20.399752 0.0 0.2 0.2
C -22.961972 -9.667703 23.987905 0.1 0.0 -0.9
C -21.655888 -8.929269 23.784556 0.1 -0.1 0.3
O -20.717262 -9.730563 23.019934 -0.5 0.3 -0.1
H -22.806068 -10.596823 24.537115 -0.2 0.1 0.3
H -23.371167 -9.929191 23.004467 0.1 0.0 0.1
H -23.704070 -9.019287 24.447960 0.1 -0.1 0.4
H -21.181416 -8.687548 24.738199 0.0 0.1 0.0
H -21.794898 -8.016059 23.214345 0.0 0.0 -0.1
H -20.625557 -10.585390 23.450404 0.2 0.0 -0.1